w:
C3H6N2O in the gas phase. Source: the OMol25 dataset; level of theory: ωB97M-V/def2-TZVPD.

Results
- Orbital gap: 0.3723 hartree
- Total charge: 0
- SMILES: NC(=O)N1CC1
- E_HOMO: -0.3464 hartree
- LUMO: 0.7 eV

Each line ends with the natural charge from an NBO analysis.
Positions of all 12 atoms, in Å:
N -1.42703 0.74252 -1.72956  -0.8150
C -0.68343 0.59474 -0.58946  0.7593
O -0.93578 1.31268 0.36714  -0.6396
N 0.25081 -0.54618 -0.54131  -0.5077
C 1.81274 -0.47696 0.31061  -0.1584
C 0.51782 -0.67793 0.88404  -0.3181
H -1.48866 0.00593 -2.41045  0.3984
H -2.26140 1.30799 -1.60303  0.4030
H 2.55889 -1.27714 0.47784  0.2120
H 2.27042 0.47359 0.09196  0.2107
H 0.28601 -1.66112 1.27247  0.2014
H 0.10421 0.17162 1.40567  0.2540

x:
C3H6N2O in the gas phase. Source: the OMol25 dataset; level of theory: ωB97M-V/def2-TZVPD.

Results
- Orbital gap: 0.3558 hartree
- Total charge: 0
- SMILES: [H]/N=C(/C=O)NC
- E_HOMO: -0.3563 hartree
- LUMO: 0.0 eV

Each line ends with the natural charge from an NBO analysis.
Positions of all 12 atoms, in Å:
C -1.55421 0.42915 0.15853  -0.4127
N -0.55948 -0.44926 -0.47127  -0.6499
C 0.77020 -0.03134 -0.39906  0.3154
N 1.30095 0.90233 -1.08067  -0.5930
C 1.63632 -0.72223 0.62446  0.3749
O 1.20957 -1.61083 1.32451  -0.5071
H -1.07632 1.33228 0.55374  0.1996
H -2.02624 -0.08849 1.00008  0.2014
H -2.33467 0.73231 -0.54499  0.1961
H -0.63821 -1.39268 -0.11625  0.3913
H 0.60139 1.23888 -1.74838  0.3436
H 2.67070 -0.34012 0.69928  0.1405

Stability verdict: x, ahead by 127.9 kJ/mol

w:
C3H6N2O in the gas phase. Source: the OMol25 dataset; level of theory: ωB97M-V/def2-TZVPD.

Results
- Orbital gap: 0.3717 hartree
- Total charge: 0
- SMILES: N#C[C@H](O)CN
- E_HOMO: -0.3621 hartree
- LUMO: 0.3 eV

Each line ends with the natural charge from an NBO analysis.
Positions of all 12 atoms, in Å:
N 0.06677 1.51977 0.90173  -0.8047
C 0.24384 0.86424 -0.36718  -0.2235
C 0.11624 -0.72225 -0.25983  -0.0289
O -0.32206 -1.16344 1.01259  -0.7010
C -0.85847 -1.21340 -1.25468  0.2530
N -1.68051 -1.45728 -2.03260  -0.3050
H 0.88086 1.36751 1.49006  0.3484
H -0.70267 1.05412 1.37244  0.3686
H -0.49337 1.21923 -1.09123  0.2021
H 1.23049 1.14635 -0.76922  0.1958
H 1.12496 -1.02811 -0.50154  0.2082
H 0.39392 -1.58675 1.49947  0.4871

x:
C3H6N2O in the gas phase. Source: the OMol25 dataset; level of theory: ωB97M-V/def2-TZVPD.

Results
- Orbital gap: 0.3869 hartree
- Total charge: 0
- SMILES: NC(=O)[C@H]1CN1
- E_HOMO: -0.3535 hartree
- LUMO: 0.9 eV

Each line ends with the natural charge from an NBO analysis.
Positions of all 12 atoms, in Å:
N 1.75742 0.22073 -0.51539  -0.8170
C 0.97512 0.61692 0.52336  0.6622
O 1.42722 1.18269 1.50145  -0.6030
C -0.50805 0.35246 0.41874  -0.1833
C -1.18535 -0.42552 -0.64330  -0.2590
N -0.93170 -1.02775 0.65864  -0.5631
H 2.75723 0.28809 -0.39816  0.4056
H 1.39490 -0.31103 -1.28644  0.3923
H -1.07680 1.14825 0.89549  0.2188
H -0.63599 -0.86817 -1.47249  0.1864
H -2.19831 -0.12869 -0.90547  0.2015
H -1.77570 -1.04800 1.22356  0.3585

Stability verdict: x, ahead by 41.7 kJ/mol

w:
C3H6N2O in the gas phase. Source: the OMol25 dataset; level of theory: ωB97M-V/def2-TZVPD.

Results
- Orbital gap: 0.3957 hartree
- Total charge: 0
- SMILES: CN1C(=O)N1C
- E_HOMO: -0.3625 hartree
- LUMO: 0.9 eV

Each line ends with the natural charge from an NBO analysis.
Positions of all 12 atoms, in Å:
C 1.34276 -0.01457 -0.15603  0.7857
C -0.33398 1.82226 0.14959  -0.4496
C -0.46069 -1.83652 -0.10827  -0.4330
N 0.18093 0.59580 -0.50627  -0.3314
N 0.26126 -0.63927 0.32022  -0.3172
O 2.51253 0.14050 -0.00424  -0.5311
H 0.40521 2.70849 0.04092  0.2233
H -1.27402 2.16505 -0.32904  0.2086
H -0.65722 1.60376 1.28258  0.2101
H 0.07336 -2.56033 0.49496  0.2234
H -1.58065 -1.74429 0.02305  0.2169
H -0.46949 -2.24089 -1.20747  0.1943

x:
C3H6N2O in the gas phase. Source: the OMol25 dataset; level of theory: ωB97M-V/def2-TZVPD.

Results
- Orbital gap (spin up / spin down): 0.2461 / 0.2247 hartree
- Total charge: 0
- E_HOMO (spin up / spin down): -0.2716 / -0.2668 hartree
- LUMO (spin up / spin down): -0.7 / -1.1 eV

Each line ends with the natural charge from an NBO analysis.
Positions of all 12 atoms, in Å:
C 0.96019 0.99834 0.13973  -0.4889
C 1.72236 -0.13538 -0.18466  0.2311
C -0.48539 0.62582 0.65065  -0.3095
N -0.77528 -0.80341 0.58005  0.0723
N -1.65246 -1.11045 -0.31135  -0.4731
O 1.34454 -1.30757 -0.14857  -0.5825
H 1.43550 2.02126 0.07460  0.2287
H 2.64858 0.19696 -0.65753  0.1582
H -0.54153 0.86155 1.72007  0.2520
H -1.15342 1.00371 -0.08845  0.1713
H -1.96566 -0.37118 -1.05909  0.3414
H -1.53742 -1.97964 -0.71547  0.3991

Stability verdict: w, ahead by 170.2 kJ/mol